No. 1
The following is a DFT calculation (ωB97M-V/def2-TZVPD) of a 2-piece molecular cluster, C3H7NO overall in a non-equilibrium geometry.

Structure (XYZ):
```
12
Properties=species:S:1:pos:R:3:forces:R:3
N 1.507 -1.089 -0.242 0.3588 0.1959 0.0326
C 1.462 0.103 0.410 -0.8753 0.0214 0.0975
O 1.531 1.194 -0.104 0.4244 -0.1172 -0.1011
H 1.904 -1.117 -1.166 -0.1516 -0.0417 -0.0981
H 1.435 -1.939 0.286 0.1103 -0.0435 -0.0205
H 1.226 -0.021 1.480 0.1193 -0.0068 0.0712
C -2.372 -0.258 0.556 -1.2068 -0.5985 -0.0521
C -2.154 0.300 -0.622 -0.1258 0.7215 0.4989
H -2.385 0.262 1.506 0.2494 0.3344 -0.1797
H -2.849 -1.230 0.607 0.6123 -0.4402 0.0365
H -2.013 1.371 -0.627 0.5854 0.0731 -0.3600
H -2.217 -0.216 -1.570 -0.1005 -0.0984 0.0747
```
Positions in Å, forces in eV/Å.

## Properties
Relative energy (zero: lowest compared OMol25 entry of this formula, charge and spin) (kcal/mol): 35.8
Calculated total energy (eV): -6761.1976
Orbital gap (Eh): 0.4023
SMILES string: NC=O.C=C

These are the natural (NBO) partial charges, in e, on atoms 1 to 4: N -0.82; C 0.53; O -0.60; H 0.40

***

No. 2
The following is a DFT calculation (ωB97M-V/def2-TZVPD) of an isolated ion of composition C3H7NO2 and charge -1 in a non-equilibrium geometry.

Structure (XYZ):
```
13
Properties=species:S:1:pos:R:3:forces:R:3
O -2.214 -0.395 1.014 -4.8535 2.0252 1.6488
C -1.120 -0.740 0.664 4.0147 -4.0932 -1.9617
C -0.243 -0.043 -0.337 1.0297 0.4990 0.4615
C 0.769 0.749 0.549 0.4914 2.8584 -2.9985
O 1.919 1.255 -0.357 -0.3161 -0.6488 0.1860
N 0.296 -1.068 -1.301 0.3314 2.1327 -1.4121
H -0.932 -1.906 0.405 -0.2159 1.2726 0.8060
H -0.777 0.740 -0.904 -0.0945 -0.4296 -0.0348
H 1.233 0.225 1.351 -0.0476 -0.4977 0.6518
H 0.327 1.784 0.795 0.0170 -2.0634 0.5139
H 2.271 2.071 0.012 -0.1265 -0.0870 0.1498
H 0.656 -0.559 -2.177 -0.3870 -0.9653 1.9000
H 1.083 -1.554 -0.895 0.1568 -0.0028 0.0894
```
Positions in Å, forces in eV/Å.

## Properties
Multiplicity: 2
Relative energy (zero: lowest compared OMol25 entry of this formula, charge and spin) (kcal/mol): 53.6
Calculated total energy (eV): -8806.8977
Net charge: -1
Orbital gap (spin up / spin down) (Eh): 0.1259 / 0.2478
<S²>: 0.75

These are the natural (NBO) partial charges, in e, on atoms 1 to 4: O -0.74; C 0.03; C -0.17; C -0.09

***

No. 3
The following is a DFT calculation (ωB97M-V/def2-TZVPD) of a single C3H7NO2 molecule.

Structure (XYZ):
```
13
Properties=species:S:1:pos:R:3:forces:R:3
O 1.495 -0.781 1.253 0.0342 0.0831 -0.3274
C 1.757 -0.001 0.347 -0.1671 -0.2045 0.0022
N 0.892 0.599 -0.510 -0.1003 -0.2389 0.0338
C -0.583 0.385 -0.794 0.2140 0.0267 -0.0210
C -1.359 -0.526 0.187 0.1525 0.0479 -0.3083
O -1.010 -0.163 1.483 -0.1104 -0.1963 0.4175
H 2.820 0.260 0.175 -0.3611 0.2368 -0.1788
H 1.377 1.222 -1.148 -0.4428 -0.1779 0.0721
H -1.085 1.361 -0.754 0.4175 -0.1058 -0.0548
H -0.630 0.004 -1.819 -0.1569 0.0452 0.0885
H -2.449 -0.374 0.088 0.4911 0.2165 -0.2984
H -1.206 -1.600 -0.020 0.2945 0.2644 0.0625
H -0.069 -0.445 1.552 -0.2653 0.0028 0.5120
```
Positions in Å, forces in eV/Å.

## Properties
Relative energy (zero: lowest compared OMol25 entry of this formula, charge and spin) (kcal/mol): 28.6
Calculated total energy (eV): -8809.2879
Orbital gap (Eh): 0.3881
SMILES string: O=CNCCO

These are the natural (NBO) partial charges, in e, on atoms 1 to 4: O -0.63; C 0.53; N -0.61; C -0.24

***

No. 4
The following is a DFT calculation (ωB97M-V/def2-TZVPD) of a 2-piece molecular cluster, C3H7NO2 overall in a non-equilibrium geometry.

Structure (XYZ):
```
13
Properties=species:S:1:pos:R:3:forces:R:3
C -3.435 -0.146 -0.213 0.6736 -1.4316 1.5501
C 0.865 0.915 0.888 2.2604 3.5425 -1.4971
C 0.513 0.431 -0.529 -0.4826 0.0225 1.5832
N 1.354 -0.857 -0.773 0.0782 -2.0254 2.0592
O -3.310 -0.934 0.600 -0.0834 -1.9543 1.9592
O -3.469 0.637 -1.012 -0.5765 3.3947 -3.5146
H 0.958 0.255 1.680 0.0301 -2.1888 1.5988
H 1.921 1.377 0.764 -1.2327 -0.4740 0.6146
H 0.282 1.764 1.375 0.2602 -0.9436 -1.3534
H -0.530 0.162 -0.387 -0.3929 -0.7836 -0.7631
H 1.178 -1.059 -1.765 1.1480 0.0360 0.5724
H 1.365 -1.891 -0.219 -1.1945 2.2602 -1.0953
H 2.308 -0.654 -0.410 -0.4880 0.5455 -1.7139
```
Positions in Å, forces in eV/Å.

## Properties
Relative energy (zero: lowest compared OMol25 entry of this formula, charge and spin) (kcal/mol): 100.3
Calculated total energy (eV): -8806.1802
Orbital gap (Eh): 0.2646

These are the natural (NBO) partial charges, in e, on atoms 1 to 4: C 1.02; C -0.68; C -0.43; N -0.75

***

No. 5
The following is a DFT calculation (ωB97M-V/def2-TZVPD) of a single C3H7NO2 molecule.

Structure (XYZ):
```
13
Properties=species:S:1:pos:R:3:forces:R:3
C -0.792 1.372 -0.252 -0.0792 0.0498 -0.0106
C -0.396 -0.040 0.057 -0.2051 -0.1021 0.0141
C 1.071 -0.392 0.179 -0.1368 -0.3445 0.1019
O 1.934 0.714 0.022 0.0367 0.0533 -0.3655
N -1.323 -0.904 0.209 0.2560 0.5613 -0.1089
O -0.787 -2.167 0.476 -0.1403 -0.2877 0.0795
H -1.856 1.518 -0.064 0.0876 -0.0666 0.0093
H -0.204 2.066 0.353 -0.0996 -0.0469 -0.0520
H -0.605 1.617 -1.305 0.0598 -0.0671 0.1302
H 1.297 -1.210 -0.520 0.0263 0.1518 0.0718
H 1.254 -0.793 1.180 -0.0522 0.0265 -0.0794
H 1.987 0.925 -0.919 0.0461 0.0214 0.2210
H -1.581 -2.706 0.584 0.2008 0.0509 -0.0114
```
Positions in Å, forces in eV/Å.

## Properties
Relative energy (zero: lowest compared OMol25 entry of this formula, charge and spin) (kcal/mol): 63.7
Calculated total energy (eV): -8807.7674
Orbital gap (Eh): 0.3805
SMILES string: C/C(CO)=N/O

These are the natural (NBO) partial charges, in e, on atoms 1 to 4: C -0.65; C 0.19; C -0.14; O -0.71

***

No. 6
The following is a DFT calculation (ωB97M-V/def2-TZVPD) of a single C3H7NO2 molecule in a non-equilibrium geometry.

Structure (XYZ):
```
13
Properties=species:S:1:pos:R:3:forces:R:3
C -1.833 0.588 0.040 -0.6084 1.1982 -1.2092
C -0.777 -0.474 -0.064 0.8346 1.7318 -0.1249
O -1.050 -1.630 0.018 0.3266 -1.4627 -0.0473
N 0.565 0.001 -0.316 -1.2592 -0.8430 0.4529
C 1.667 -0.877 0.079 -0.4082 -1.0118 0.3448
O 0.748 1.329 0.159 0.3214 -0.4381 -0.6189
H -2.858 0.141 -0.195 1.5583 0.6372 0.4725
H -1.582 1.442 -0.673 -0.5678 -1.1323 0.8321
H -1.795 1.052 1.037 -0.1916 -0.2851 -0.2188
H 2.602 -0.491 -0.353 -0.3817 -0.3138 0.0231
H 1.768 -0.881 1.195 -0.0218 -0.1420 -0.8314
H 1.417 -1.937 -0.292 0.5022 1.7586 0.5603
H 1.127 1.737 -0.634 -0.1045 0.3033 0.3648
```
Positions in Å, forces in eV/Å.

## Properties
Relative energy (zero: lowest compared OMol25 entry of this formula, charge and spin) (kcal/mol): 58.5
Calculated total energy (eV): -8807.9941
Orbital gap (Eh): 0.3785
SMILES string: CC(=O)N(C)O

These are the natural (NBO) partial charges, in e, on atoms 1 to 4: C -0.72; C 0.67; O -0.57; N -0.20

***

No. 7
The following is a DFT calculation (ωB97M-V/def2-TZVPD) of a single C3H7NO2 molecule.

Structure (XYZ):
```
13
Properties=species:S:1:pos:R:3:forces:R:3
C -2.023 -0.053 -0.664 -0.0300 0.0144 -0.1613
N -1.155 -0.085 0.492 0.1418 -0.0077 0.2041
C 0.203 -0.041 0.542 -0.0729 -0.0105 0.2186
O 0.834 -0.081 1.580 -0.1540 0.0157 -0.2746
O 0.778 0.052 -0.677 -0.1475 -0.0277 0.1289
C 2.205 0.079 -0.615 0.2614 0.0179 -0.0421
H -2.646 0.850 -0.671 0.1199 -0.1168 -0.0075
H -2.684 -0.928 -0.678 0.1306 0.1231 -0.0067
H -1.417 -0.062 -1.569 -0.0664 -0.0010 0.1079
H -1.563 -0.136 1.412 -0.0125 -0.0046 -0.1069
H 2.547 0.933 -0.024 -0.0387 -0.1185 -0.0885
H 2.551 0.166 -1.644 -0.0835 -0.0170 0.1033
H 2.587 -0.839 -0.160 -0.0482 0.1328 -0.0751
```
Positions in Å, forces in eV/Å.

## Properties
Relative energy (zero: lowest compared OMol25 entry of this formula, charge and spin) (kcal/mol): 13.3
Calculated total energy (eV): -8809.9524
Orbital gap (Eh): 0.3893
SMILES string: CNC(=O)OC

These are the natural (NBO) partial charges, in e, on atoms 1 to 4: C -0.41; N -0.63; C 0.88; O -0.66

***

No. 8
The following is a DFT calculation (ωB97M-V/def2-TZVPD) of a single C3H7NO2 molecule.

Structure (XYZ):
```
13
Properties=species:S:1:pos:R:3:forces:R:3
C -1.020 -1.235 0.107 -0.0093 -0.0666 0.0347
C -0.104 -0.131 -0.266 0.2804 -0.0207 -0.0195
C -0.317 1.282 -0.446 0.1694 0.0528 -0.1431
O -0.012 2.027 0.744 0.0373 -0.0742 -0.1654
N 1.180 -0.261 -0.551 0.0957 -0.4712 0.4552
O 1.959 -1.307 0.070 -0.4690 0.4605 -0.2159
H -0.589 -2.216 -0.098 -0.0126 0.0603 0.0037
H -1.284 -1.170 1.167 0.0274 0.0153 -0.0640
H -1.954 -1.116 -0.450 0.0640 0.0116 0.0182
H -1.243 1.619 -0.914 -0.0011 -0.0339 0.1015
H 0.437 2.836 0.478 -0.0206 -0.1012 0.0174
H 1.180 0.933 -0.863 -0.1724 0.1211 0.1140
H 1.766 -1.260 1.020 0.0108 0.0463 -0.1368
```
Positions in Å, forces in eV/Å.

## Properties
Relative energy (zero: lowest compared OMol25 entry of this formula, charge and spin) (kcal/mol): 141.6
Calculated total energy (eV): -8804.3891
Orbital gap (Eh): 0.3127
SMILES string: C/C(=C/O)NO

These are the natural (NBO) partial charges, in e, on atoms 1 to 4: C -0.69; C 0.26; C -0.22; O -0.73

***

No. 9
The following is a DFT calculation (ωB97M-V/def2-TZVPD) of a single C3H7NO2 molecule in a non-equilibrium geometry.

Structure (XYZ):
```
13
Properties=species:S:1:pos:R:3:forces:R:3
C -0.471 1.115 -1.328 -1.4182 -1.9660 -0.1309
O -0.681 -0.211 -0.617 1.3548 4.4243 -0.8078
C 0.451 -0.294 0.292 -1.3891 -2.4666 -0.2347
N 0.316 0.328 1.565 0.0456 0.2648 -0.3063
C 0.226 -1.810 0.367 2.1030 -0.0081 2.0953
O 1.064 -2.634 0.119 -0.4324 -0.0800 -0.4879
H 0.379 1.014 -2.008 -0.0702 0.0422 0.1260
H -1.399 1.207 -1.884 0.1169 0.3242 -0.2711
H -0.364 1.993 -0.685 0.0581 -0.4348 0.3193
H 1.395 -0.057 -0.208 -0.1803 0.0949 0.1331
H 0.367 1.338 1.508 0.0723 -0.0471 0.0710
H -0.556 0.077 2.017 0.0056 -0.0354 -0.0702
H -0.728 -2.066 0.863 -0.2660 -0.1122 -0.4357
```
Positions in Å, forces in eV/Å.

## Properties
Relative energy (zero: lowest compared OMol25 entry of this formula, charge and spin) (kcal/mol): 58.9
Calculated total energy (eV): -8807.9749
Orbital gap (Eh): 0.3771
SMILES string: CO[C@@H](N)C=O

These are the natural (NBO) partial charges, in e, on atoms 1 to 4: C -0.27; O -0.55; C 0.13; N -0.83

***

No. 10
The following is a DFT calculation (ωB97M-V/def2-TZVPD) of a single C3H7NO2 molecule.

Structure (XYZ):
```
13
Properties=species:S:1:pos:R:3:forces:R:3
C 1.349 -1.287 0.584 0.0967 -0.6072 -0.3016
C 0.777 -0.259 -0.396 -0.0320 -0.1004 0.4861
N -0.599 0.054 -0.071 -0.1890 -0.1534 0.1025
C -1.166 1.258 -0.305 -0.0124 -0.2952 -0.0462
O -0.654 2.199 -0.860 0.2086 0.2443 0.0744
O -2.430 1.288 0.188 -0.2404 0.4577 -0.1252
H 2.190 -0.908 1.161 -0.1498 0.1541 0.1396
H 0.588 -1.680 1.259 0.0430 0.1660 0.0947
H 1.731 -2.148 0.033 0.0355 -0.0450 0.0147
H 1.353 0.651 -0.301 -0.0411 0.2947 -0.3391
H 0.840 -0.640 -1.408 0.1517 0.0925 -0.3142
H -1.226 -0.713 0.123 0.0721 0.1774 0.1691
H -2.754 2.186 -0.005 0.0570 -0.3854 0.0452
```
Positions in Å, forces in eV/Å.

## Properties
Relative energy (zero: lowest compared OMol25 entry of this formula, charge and spin) (kcal/mol): 4.3
Calculated total energy (eV): -8810.3421
Orbital gap (Eh): 0.3928
SMILES string: CCNC(=O)O

These are the natural (NBO) partial charges, in e, on atoms 1 to 4: C -0.62; C -0.22; N -0.63; C 0.88